The ion C4H10NO with charge +1, computed with ωB97M-V/def2-TZVPD.

The geometry in XYZ format:
```
16
Properties=species:S:1:pos:R:3:forces:R:3
C 1.44074 0.39561 -0.01494 0.08 0.25 -0.71
C -0.83681 -0.13459 0.33899 -2.91 0.38 0.67
C 2.78494 -0.28606 -0.01946 -0.35 1.24 -0.21
C -1.90978 -1.17788 0.21681 -0.90 -2.27 -0.02
N -1.32800 1.27861 -0.10043 2.76 -0.48 1.18
O 0.42458 -0.43546 0.18926 -0.28 0.75 -0.11
H 1.17574 1.41505 -0.44643 0.89 -1.34 0.75
H 3.41168 0.20642 0.75909 -0.16 -0.60 -0.54
H 3.24357 -0.10513 -1.01740 0.00 -0.40 0.71
H 2.62134 -1.35613 0.18862 0.33 0.52 -0.13
H -1.76432 -2.06648 0.94344 0.24 1.42 -1.34
H -2.06131 -1.58475 -0.82351 0.89 0.04 0.65
H -2.99453 -0.95871 0.39334 1.12 1.03 0.52
H -0.48735 1.71620 -0.52954 -1.06 0.14 -0.13
H -1.64256 1.90769 0.66087 0.30 -0.62 -0.10
H -2.07793 1.18562 -0.73871 -0.95 -0.06 -1.19
```
Positions in Å, forces in eV/Å.

- lowest unoccupied orbital energy (alpha / beta) (Eh) = -0.1478 / -0.1374
- highest occupied orbital energy (alpha / beta) (eV) = -11.932 / -12.373
- frontier orbital gap (alpha / beta) (eV) = 7.91 / 8.63
- net charge = +1
- F_max (eV/Å) = 3.04
- E (eV) = -7836.9374

---

A cluster of 9 separate species, C36H86F6N11O20S6 in total, computed with ωB97M-V/def2-TZVPD.

The geometry in XYZ format:
```
165
Properties=species:S:1:pos:R:3:forces:R:3
C -20.06757 -17.54466 40.51136 0.06 -0.05 0.22
C -19.41839 -17.75679 39.12038 -0.58 -0.23 1.21
N -19.82837 -16.72343 38.16388 0.62 2.94 -1.55
C -21.10339 -16.52933 37.59011 2.28 0.67 -0.33
C -20.91935 -15.54654 36.62572 -0.93 -0.46 0.28
N -19.63413 -15.07885 36.61559 0.05 -2.83 4.07
C -18.96694 -15.76994 37.63870 -2.48 -1.30 -1.31
C -19.02532 -14.11430 35.75022 0.27 0.16 -0.66
H -21.08823 -17.18860 40.37146 0.08 0.26 0.19
H -19.49963 -16.91620 41.19736 -0.05 0.68 -0.54
H -20.15946 -18.42472 41.14788 0.07 -0.59 -0.70
H -19.77247 -18.70896 38.72528 0.25 0.04 -0.16
H -18.33004 -17.74842 39.17994 -0.13 -0.09 -0.14
H -21.94048 -17.09878 37.96615 -0.04 0.13 -0.45
H -21.62166 -15.14930 35.90784 -0.09 -0.05 0.13
H -17.91314 -15.75739 37.87481 -0.09 0.29 -0.14
H -18.68327 -13.26324 36.33912 0.37 -0.16 -0.23
H -19.73116 -13.75100 35.00328 -0.12 -0.20 0.17
H -18.26384 -14.71061 35.24756 0.46 0.86 -0.18
C -21.04132 -8.37736 32.69101 -0.29 -1.46 -0.41
C -21.19314 -7.54507 33.97562 -1.36 1.04 -2.27
N -20.21048 -7.69844 34.94587 -0.57 -1.82 -0.69
C -19.57012 -6.76030 35.57353 3.66 4.14 1.92
C -18.65804 -7.24018 36.50109 -2.20 0.03 -1.04
N -18.90915 -8.61001 36.53996 -0.53 -0.66 -0.45
C -19.92477 -8.86763 35.58706 0.23 -2.21 0.63
C -18.29490 -9.54939 37.46306 0.54 1.60 -0.58
H -20.34838 -8.16061 31.87802 0.92 0.92 0.78
H -21.92529 -8.42320 32.05494 -0.82 0.14 0.62
H -20.84195 -9.42283 32.92628 -0.04 -0.11 0.18
H -22.18960 -7.63230 34.40870 -0.41 -1.00 0.17
H -21.30723 -6.52387 33.61198 0.88 0.47 0.42
H -19.65263 -5.74520 35.21413 0.08 0.07 0.21
H -17.96550 -6.73350 37.15689 -0.12 -0.10 -0.19
H -20.47841 -9.77091 35.37741 0.40 -0.06 0.37
H -18.97706 -9.97305 38.20013 -0.21 -0.23 -0.21
H -17.60302 -8.88805 37.98462 0.15 -0.41 0.42
H -17.66409 -10.26141 36.93089 -0.28 -0.38 0.04
C -23.76592 -9.74913 29.45835 -0.83 0.54 0.66
O -24.01671 -8.49257 28.72813 0.69 -1.23 0.20
C -23.04068 -7.50096 29.00146 -0.85 0.23 -2.56
C -23.60143 -6.23154 28.35422 -0.01 0.79 0.38
N -24.17178 -6.43802 26.97845 -1.42 -1.08 -0.04
H -23.50768 -6.87084 26.35256 0.65 0.20 -0.30
H -24.78756 -7.21940 27.15272 -0.85 -0.61 0.01
C -24.99089 -5.35091 26.21259 2.41 0.99 1.66
C -25.99289 -5.87430 25.23415 -0.67 0.09 0.54
O -27.01433 -6.62045 25.92828 1.84 0.54 -0.47
C -28.11655 -6.88734 25.09738 -0.86 -0.17 -0.45
H -23.91377 -9.41544 30.48543 0.28 -0.73 0.29
H -22.84501 -10.31787 29.32972 0.65 0.94 -0.31
H -24.48269 -10.53411 29.21718 -0.59 0.63 -0.25
H -22.16995 -7.68368 28.37174 0.67 -0.53 0.89
H -22.85995 -7.26686 30.05057 0.25 -0.37 0.03
H -22.78120 -5.52358 28.23547 -0.38 0.41 0.49
H -24.43717 -5.94274 28.99159 0.09 0.75 -0.30
H -24.16623 -4.76973 25.79995 -0.22 -0.13 -1.06
H -25.27031 -4.60926 26.96091 -1.03 -0.59 0.27
H -25.44630 -6.37084 24.43241 -0.22 -1.00 0.03
H -26.43122 -5.03625 24.69226 -0.13 0.42 0.30
H -28.66765 -7.73384 25.50706 0.23 -0.06 -0.06
H -27.81748 -7.08838 24.06867 0.12 -0.31 -0.01
H -28.82131 -6.05742 25.04610 0.10 0.32 0.18
C -19.86268 -8.91573 28.05172 0.63 -0.84 -1.85
O -19.48466 -8.94604 29.36636 0.18 0.76 1.30
C -19.36975 -10.21108 30.00073 0.27 0.76 1.02
C -18.19006 -11.11858 29.52877 -2.35 -0.11 0.82
N -17.72747 -11.94768 30.76335 0.39 -0.85 -3.54
H -17.24362 -11.37631 31.44124 0.72 0.45 0.37
H -18.55165 -12.37795 31.15791 -0.67 0.06 0.25
C -16.83853 -13.11946 30.23457 0.82 2.00 0.73
C -16.68822 -14.17512 31.28507 -1.41 -2.42 -0.46
O -15.75102 -15.23428 30.98169 0.38 2.60 0.05
C -14.46264 -14.83028 31.52429 0.09 -1.43 0.97
H -20.90974 -9.14677 27.85580 -0.08 -0.71 0.11
H -19.15247 -9.55478 27.52701 -0.50 -0.74 -0.64
H -19.68696 -8.00230 27.48350 0.17 0.81 1.01
H -20.33843 -10.69305 30.13290 -0.08 -0.39 -0.88
H -19.18175 -9.91729 31.03342 0.45 0.02 0.15
H -17.49913 -10.48619 28.97128 0.83 -0.36 0.82
H -18.60985 -11.84920 28.83734 0.29 -0.16 0.00
H -15.88182 -12.63109 30.04939 0.01 -0.10 -0.59
H -17.34765 -13.53125 29.36317 0.34 0.28 -0.05
H -17.64252 -14.68323 31.14633 -0.33 -0.39 0.76
H -16.65772 -13.81283 32.31265 0.58 0.18 0.02
H -13.98710 -13.89580 31.22644 -0.68 0.18 -0.37
H -13.74278 -15.63225 31.36072 -0.21 -0.08 -0.43
H -14.62283 -14.84249 32.60239 0.30 0.49 0.19
C -19.33063 -12.57622 25.23554 0.95 -0.68 -0.59
O -20.35549 -13.61578 25.18031 -0.44 1.99 0.86
C -19.94468 -14.83376 24.64680 0.93 -0.45 1.64
C -20.91641 -15.98058 24.88601 -0.78 0.42 -0.49
N -21.18835 -16.32463 26.43539 0.93 0.15 -1.78
H -20.69633 -17.16762 26.69496 0.86 -0.10 -0.29
H -20.76868 -15.54429 26.92021 0.15 0.44 0.62
C -22.54421 -16.59135 26.96760 -1.93 1.27 -0.90
C -23.29547 -15.29974 27.03687 -1.70 1.68 -0.22
O -23.57755 -14.80917 25.76150 1.44 0.69 -3.31
C -24.17779 -13.52024 25.69123 0.09 -0.23 0.92
H -19.50149 -11.56332 25.60015 -1.88 -0.31 0.21
H -18.93595 -12.36776 24.24112 0.12 -0.45 -0.20
H -18.50087 -12.82657 25.89654 0.18 -0.86 -0.13
H -19.07805 -15.18192 25.20879 0.96 0.31 -0.34
H -19.72922 -14.76303 23.58065 0.04 -0.23 -0.11
H -20.43970 -16.81786 24.37629 -0.23 -0.38 0.53
H -21.80457 -15.70963 24.31518 -0.64 -0.50 0.95
H -22.55109 -16.96513 27.99148 0.54 -0.51 -0.25
H -23.05260 -17.19699 26.21738 0.08 -0.53 0.43
H -22.73788 -14.52836 27.56806 0.00 -0.09 0.60
H -24.34484 -15.34057 27.32884 0.35 -0.98 2.07
H -24.26539 -13.12026 24.68106 -0.21 -0.90 -0.22
H -23.59868 -12.73831 26.18247 0.36 -0.18 0.54
H -25.13335 -13.61327 26.20732 -0.35 0.41 -0.20
C -24.88597 -12.56911 34.28651 -1.09 1.94 -0.74
O -26.34078 -12.37209 33.99330 0.82 0.66 1.01
C -26.94362 -11.37224 34.85138 -0.12 -0.70 -1.22
C -28.39790 -11.17978 34.42299 0.00 -0.84 0.04
N -28.58598 -10.50821 33.06935 0.77 -0.79 -0.67
H -29.57847 -10.45360 32.89027 -0.45 0.22 0.07
H -28.23236 -9.56535 33.14727 0.07 0.46 -0.24
C -27.97945 -11.20993 31.81040 -1.60 -0.85 0.55
C -28.67968 -10.76190 30.50511 0.71 -0.93 1.31
O -28.51947 -9.40583 30.37111 -0.65 0.42 -0.43
C -28.77717 -9.03180 29.03723 0.76 1.24 -0.48
H -24.69429 -12.78684 35.33720 -0.22 -0.45 -0.11
H -24.46337 -11.58878 34.06637 0.35 0.20 0.33
H -24.37890 -13.19226 33.54986 -0.82 -0.64 0.28
H -26.57830 -10.34631 34.80556 1.23 0.07 -0.25
H -26.85957 -11.68725 35.89148 -0.38 0.02 0.13
H -28.90910 -10.50546 35.11007 0.00 -0.22 0.18
H -28.89035 -12.15136 34.38282 -0.19 0.13 -0.12
H -28.35513 -12.22569 31.93373 0.71 -0.35 0.18
H -26.90178 -11.17752 31.97065 -0.17 0.04 -0.65
H -29.72480 -11.06955 30.47076 -0.57 0.20 0.73
H -28.34635 -11.34712 29.64808 1.02 -0.03 0.00
H -29.61959 -9.45567 28.49065 -0.50 -0.36 0.76
H -27.90399 -9.31972 28.45176 0.22 0.27 -0.25
H -28.90362 -7.94996 29.07893 0.12 -0.04 -0.40
N -20.37122 -13.05113 31.01327 -0.49 1.63 2.98
S -21.35343 -12.75247 32.32474 -0.77 3.49 3.76
O -21.66602 -13.82690 33.21192 0.51 -0.30 -0.81
O -22.41832 -11.70657 32.26426 3.06 -2.44 -1.14
F -20.12410 -12.03256 33.08199 -0.43 0.08 -0.22
S -21.41809 -13.62973 30.09927 -4.61 -3.87 -6.76
O -22.29120 -12.75224 29.29742 1.83 -0.66 1.85
O -22.02816 -14.86060 30.56347 1.16 1.72 -0.36
F -20.40841 -14.15099 28.90031 0.20 0.26 0.56
N -25.66888 -17.16331 31.36992 -2.21 -3.00 2.38
S -27.21339 -17.48910 31.98344 0.25 -3.01 1.29
O -28.26114 -17.36836 31.02535 0.16 0.57 0.20
O -27.41405 -17.08485 33.34588 0.39 -0.01 -1.00
F -27.04027 -19.07995 32.07725 0.35 0.74 0.07
S -25.98355 -15.82187 30.80475 1.30 7.21 -3.97
O -26.38684 -14.75813 31.71936 -0.99 -1.14 -0.40
O -26.51407 -15.79055 29.44384 0.23 -0.07 1.49
F -24.50346 -15.23568 30.54118 0.28 -0.98 -0.17
N -15.79975 -10.53220 32.14247 -3.38 -1.02 3.62
S -15.86272 -10.99130 33.77100 -3.07 2.84 4.94
O -15.54198 -9.91451 34.73568 -0.20 -2.46 -2.64
O -15.51502 -12.32243 34.14413 -0.29 -0.11 -0.80
F -17.45258 -10.95722 33.85077 -0.43 -0.51 -0.55
S -14.30818 -10.45867 32.23764 10.94 5.26 -5.98
O -13.62987 -11.71571 32.25960 -0.26 -0.44 1.05
O -13.59914 -9.24753 32.70108 -2.27 -2.72 1.31
F -14.03398 -10.03905 30.68011 -1.17 -0.85 -0.75
```
Positions in Å, forces in eV/Å.

- multiplicity = 2
- lowest unoccupied orbital energy (alpha / beta) (Eh) = -0.1555 / -0.1555
- highest occupied orbital energy (alpha / beta) (eV) = -6.763 / -10.717
- frontier orbital gap (alpha / beta) (eV) = 2.53 / 6.48
- net charge = +2
- F_max (eV/Å) = 13.53
- E (eV) = -177351.3167

---

An isolated molecule of C6H11N, computed with ωB97M-V/def2-TZVPD.

The geometry in XYZ format:
```
18
Properties=species:S:1:pos:R:3:forces:R:3
C 2.12548 0.10108 -0.22447 0.00 0.04 0.00
C 0.87270 -0.66360 0.20633 -0.01 -0.12 0.04
C -0.45203 0.13607 0.27087 -0.11 -0.15 0.00
C -1.64817 -0.81746 0.22131 -0.19 -0.44 -0.42
C -0.65450 0.95681 -1.00520 -0.05 -0.01 -0.16
C -0.59778 0.75476 1.60503 0.26 0.61 0.93
N -0.74242 1.03391 2.72137 0.18 -0.09 -1.32
H 2.06428 0.43183 -1.26712 -0.02 -0.04 0.20
H 3.00078 -0.55350 -0.14968 -0.15 0.11 0.03
H 2.31266 0.97994 0.40224 -0.07 -0.12 -0.05
H 1.03646 -1.11636 1.18995 -0.01 -0.02 -0.14
H 0.69790 -1.48719 -0.49809 0.05 0.08 0.08
H -1.58182 -1.57999 1.00431 -0.12 -0.04 -0.33
H -2.56464 -0.22948 0.36270 0.12 -0.32 -0.05
H -1.63576 -1.21921 -0.82226 -0.35 -0.32 1.15
H -1.57451 1.54795 -0.98120 0.17 0.01 0.14
H 0.18311 1.59104 -1.31023 -0.20 -0.17 0.12
H -0.84174 0.13341 -1.72586 0.49 1.00 -0.22
```
Positions in Å, forces in eV/Å.

- lowest unoccupied orbital energy (Eh) = 0.0299
- highest occupied orbital energy (eV) = -11.248
- frontier orbital gap (eV) = 12.06
- F_max (eV/Å) = 1.33
- E (eV) = -7890.0354